[1]
{"formula": "C3H12N2O", "method": "wB97M-V/def2-TZVPD", "elements": ["C", "C", "C", "N", "N", "H", "H", "H", "H", "H", "H", "H", "H", "H", "H", "H", "H", "O"], "coordinates": [[-1.0132, -1.0820, 0.6826], [-0.4875, 0.3604, 0.9771], [0.0011, 1.1456, -0.1863], [1.0516, 2.1892, -0.3491], [-2.3229, -1.0350, 0.0557], [-1.1593, -1.8006, 1.6015], [-0.2856, -1.6886, 0.0749], [0.3655, 0.1214, 1.5437], [-1.3001, 1.0257, 1.4869], [0.3717, 0.2640, -0.6870], [-0.9560, 1.5025, -0.5785], [0.7777, 2.6097, -1.2569], [1.5604, 2.7520, 0.3277], [-2.3860, -1.2608, -0.9327], [-2.9578, -1.7419, 0.4651], [2.4108, -0.9411, -1.6847], [2.1260, -0.5994, -0.2681], [2.4162, -1.3583, -0.8597]], "forces_ev_per_a": [[-0.66, -1.77, -0.11], [-0.97, 0.44, 2.70], [-0.27, 0.25, -0.22], [-3.43, -1.08, -0.54], [-1.37, -0.86, -0.07], [0.73, 2.21, -1.11], [-0.21, 0.86, 0.33], [1.01, 0.24, 1.86], [1.50, -1.56, -0.28], [0.43, -0.16, -1.93], [0.54, 0.41, -1.45], [1.16, 0.26, 0.61], [0.27, -0.30, 0.26], [0.59, 0.25, 0.01], [0.52, 0.85, -0.08], [0.25, 0.67, -2.42], [0.88, -1.70, -0.72], [-0.97, 0.98, 3.16]], "total_charge": 1, "gap_ev": [9.40, 4.25], "multiplicity": 2, "largest_force_ha_per_bohr": 0.07075, "lumo_ev": [-3.82, -8.92], "s2": 0.755, "relative_energy_kcal_mol": 59.02, "homo_ev": [-13.212, -13.170]}



[2]
{"formula": "C3H12N2O2", "method": "wB97M-V/def2-TZVPD", "elements": ["C", "C", "O", "N", "C", "N", "H", "H", "H", "H", "H", "H", "H", "H", "H", "H", "H", "H", "O"], "coordinates": [[0.1120, 0.4540, 0.1417], [1.2567, 0.5727, 1.1356], [0.8849, 0.4057, 2.5145], [-0.1183, -0.9917, -0.0791], [-1.4538, -1.5522, 0.1467], [-2.2090, -2.0021, -1.0191], [-0.7650, 0.9936, 0.4965], [0.4537, 0.9276, -0.7897], [1.6343, 1.5832, 1.0888], [2.1786, 0.0508, 0.8713], [0.8416, -0.5058, 2.8123], [0.0286, -1.1333, -1.0756], [-1.3374, -2.5435, 0.6761], [-2.0261, -0.9480, 0.8497], [-3.1071, -1.5165, -1.0263], [-2.5468, -2.9505, -0.9470], [0.7055, 2.2662, -2.1024], [1.2259, 3.5328, -2.3413], [1.5343, 2.6223, -2.4466]], "forces_ev_per_a": [[0.86, -1.08, 0.29], [0.25, 1.15, 0.76], [-0.04, 0.23, -0.41], [-1.13, 0.30, -1.32], [0.34, -2.62, 1.59], [-1.20, 1.32, -0.57], [-0.10, -0.06, 0.16], [-0.13, -0.18, 0.21], [-0.19, 0.76, 0.17], [-0.48, -0.87, -0.14], [0.09, -0.21, -0.53], [0.26, -0.37, 0.17], [0.43, 1.09, 0.12], [-0.04, 0.40, -0.21], [0.39, 0.39, -0.47], [0.67, -0.35, 0.25], [0.19, -0.99, -0.13], [0.91, 0.50, -0.38], [-1.08, 0.60, 0.42]], "total_charge": 0, "gap_ev": 9.80, "largest_force_ha_per_bohr": 0.05998, "smiles": "NCNCCO.O", "lumo_ev": 0.74, "relative_energy_kcal_mol": 49.07, "homo_ev": -9.062}



[3]
{"formula": "C3H12N2O2", "method": "wB97M-V/def2-TZVPD", "elements": ["N", "C", "C", "O", "C", "N", "H", "H", "H", "H", "H", "H", "H", "H", "H", "H", "H", "H", "O"], "coordinates": [[0.9737, -0.7343, 1.8083], [0.6503, -0.2840, 0.5565], [-0.4251, 0.7058, 0.7734], [-1.5953, 0.1975, 1.3771], [1.7706, 0.4490, -0.2894], [1.3290, 0.8135, -1.7263], [0.4028, -0.2707, 2.4952], [0.8319, -1.7110, 1.9097], [0.2795, -1.0537, -0.0595], [-0.0558, 1.5626, 1.4305], [-0.5203, 1.2700, -0.1512], [-2.0685, -0.6256, 0.9399], [2.2801, 1.2475, 0.3347], [2.5428, -0.2439, -0.5283], [1.2061, 1.7780, -1.7830], [2.1808, 0.7068, -2.2271], [-3.3208, -2.0290, -2.0178], [-3.3468, -0.4272, -1.4884], [-3.1149, -1.3514, -1.3541]], "forces_ev_per_a": [[1.87, -0.96, 2.63], [0.16, 2.57, -2.21], [-0.35, 2.17, -0.51], [-1.74, -1.81, -0.70], [-0.27, 0.08, -0.17], [0.34, -1.42, 2.41], [0.08, -0.15, 0.34], [0.13, -0.79, 0.26], [-0.52, -1.07, -1.06], [-0.34, -1.33, -0.11], [-1.12, -0.22, -0.52], [1.99, 2.57, 0.65], [-0.85, -0.45, -0.81], [0.71, -0.88, 0.51], [-0.80, 2.05, 0.03], [0.64, -0.41, -0.85], [-0.24, 1.32, -0.04], [-0.31, -0.59, -0.92], [0.61, -0.68, 1.09]], "total_charge": 0, "gap_ev": 9.58, "largest_force_ha_per_bohr": 0.06602, "smiles": "NC[C@@H](N)CO.O", "lumo_ev": 0.71, "relative_energy_kcal_mol": 54.18, "homo_ev": -8.865}



[4]
{"formula": "C3H12N2O2", "method": "wB97M-V/def2-TZVPD", "elements": ["C", "C", "C", "N", "N", "H", "H", "H", "H", "H", "H", "H", "H", "H", "H", "O", "H", "H", "O"], "coordinates": [[-0.4168, 2.5733, -1.1051], [-0.2527, 1.2132, -0.3966], [-1.0505, 0.8720, 0.7043], [-0.7219, -0.3244, 1.4372], [0.7406, 0.2453, -0.8736], [-0.0559, 2.4097, -2.2264], [0.2999, 3.2714, -0.7156], [-1.3992, 2.9255, -0.8063], [-1.9126, 1.3593, 1.0874], [0.2515, -0.2710, 1.8168], [-1.4822, -0.4610, 2.0769], [0.3489, -0.6281, -0.7374], [1.0270, 0.2321, -1.8447], [-1.3066, -3.9661, -0.1694], [0.0836, -3.4069, 0.0563], [-0.6329, -3.5670, -0.6044], [2.0667, -0.2877, 0.2074], [1.9735, -1.5219, 1.0701], [2.4396, -0.6677, 1.0232]], "forces_ev_per_a": [[1.65, -2.37, -1.07], [-1.65, -0.16, 1.10], [3.43, -0.96, -2.36], [0.54, 0.82, -0.78], [-0.10, 2.46, 0.25], [-1.68, 0.67, 2.01], [0.45, 0.41, 0.30], [-0.23, 0.23, -0.96], [-0.38, 1.01, -0.26], [-1.42, -0.19, -0.02], [0.50, -0.48, 0.74], [-1.05, -2.38, 0.65], [-0.33, 0.98, -0.08], [-3.18, -1.86, 2.19], [-1.11, -0.27, -0.78], [4.28, 2.15, -1.44], [-0.07, 0.43, -0.02], [0.48, 0.41, 0.13], [-0.13, -0.90, 0.39]], "total_charge": 0, "gap_ev": 8.26, "largest_force_ha_per_bohr": 0.09727, "smiles": "C/C(N)=C/N.O.O", "lumo_ev": 0.65, "relative_energy_kcal_mol": 48.21, "homo_ev": -7.606}



[5]
{"formula": "C3H12N2O2", "method": "wB97M-V/def2-TZVPD", "elements": ["C", "C", "N", "C", "N", "H", "H", "H", "H", "H", "H", "H", "H", "H", "H", "O", "H", "H", "O"], "coordinates": [[-0.0008, 2.3884, -1.2939], [-0.6557, 1.0016, -0.9772], [-0.9747, -1.6521, 0.4821], [-0.5523, -0.3846, 1.0079], [-0.7055, 0.7471, 0.4500], [-0.7807, 3.0429, -1.2905], [0.4847, 2.2491, -2.2496], [0.7261, 2.7313, -0.5365], [0.0042, 0.1860, -1.4473], [-1.6364, 1.0073, -1.4003], [-0.9647, -1.9190, -0.4863], [-0.6898, -2.4230, 1.0780], [-0.4382, -0.4520, 2.1824], [6.6781, -0.2661, 1.3958], [5.7710, -1.5878, 1.4184], [6.6790, -1.2444, 1.5104], [-4.5131, 0.4268, -1.1352], [-3.7094, -0.8367, -1.5629], [-4.4187, -0.4876, -0.8744]], "forces_ev_per_a": [[1.72, -2.03, 0.78], [2.93, -0.60, 0.23], [1.99, 2.84, 1.83], [-1.85, -4.03, 2.25], [-0.65, -0.43, -1.89], [-1.87, 2.19, -0.41], [-0.01, 0.47, -0.21], [-0.23, -0.51, -0.39], [-1.00, 1.02, 0.63], [-0.88, -0.09, 0.10], [-0.20, 0.61, -0.50], [-0.32, 0.17, 0.11], [0.32, 0.38, -2.46], [-0.33, -1.22, 0.10], [0.64, 0.62, 0.02], [-0.29, 0.60, -0.12], [-0.31, 0.47, -0.09], [-2.45, 0.95, 2.08], [2.76, -1.41, -2.05]], "total_charge": 1, "gap_ev": [9.10, 5.04], "multiplicity": 2, "largest_force_ha_per_bohr": 0.09666, "lumo_ev": [-4.37, -8.43], "s2": 0.756, "relative_energy_kcal_mol": 62.95, "homo_ev": [-13.472, -13.472]}



[6]
{"formula": "C3H12N2OS", "method": "wB97M-V/def2-TZVPD", "elements": ["N", "C", "C", "S", "C", "N", "H", "H", "H", "H", "H", "H", "H", "H", "H", "H", "H", "H", "O"], "coordinates": [[0.3036, 0.9819, 0.5235], [-0.1219, -0.3241, -0.0461], [-1.4331, -0.0991, -0.7996], [-2.8828, 0.2062, 0.2599], [0.9644, -0.8223, -1.0186], [2.1707, -1.3083, -0.3177], [1.2039, 0.7632, 0.9203], [-3.4949, -1.0036, 0.4039], [-0.3746, 1.2538, 1.2284], [-0.1875, -1.0677, 0.7576], [-1.5987, -0.8627, -1.5602], [-1.2918, 0.8265, -1.3584], [0.5029, -1.7009, -1.5025], [1.1819, -0.1365, -1.8355], [1.8312, -1.7851, 0.5134], [2.6333, -2.0291, -0.8506], [3.1274, 0.4758, 1.3524], [3.1501, 1.1965, 0.0134], [3.3979, 1.2956, 0.9273]], "forces_ev_per_a": [[-0.37, -1.15, -0.70], [0.65, 1.09, -0.36], [0.23, -0.38, -0.05], [-0.31, -0.01, 0.07], [-0.84, -1.64, -0.16], [-0.39, 0.64, 0.49], [0.07, 0.79, 0.60], [0.69, 0.29, -0.29], [0.36, 0.05, 0.23], [-0.45, -0.25, -0.17], [-0.27, -0.18, 0.27], [-0.14, 0.12, 0.09], [-0.09, 0.22, -0.15], [0.20, 0.40, 0.32], [0.16, -0.04, 0.03], [0.15, 0.07, -0.25], [0.25, -0.11, -0.28], [-0.13, -0.25, -0.48], [0.22, 0.34, 0.79]], "total_charge": 0, "gap_ev": 10.01, "largest_force_ha_per_bohr": 0.03601, "smiles": "NC[C@@H](N)CS.O", "lumo_ev": 0.71, "relative_energy_kcal_mol": 12.64, "homo_ev": -9.299}



[7]
{"formula": "C3H12N2OS", "method": "wB97M-V/def2-TZVPD", "elements": ["N", "C", "C", "S", "C", "N", "H", "H", "H", "H", "H", "H", "H", "H", "H", "H", "H", "H", "O"], "coordinates": [[0.4853, 0.6901, -0.5790], [-0.4307, -0.2801, 0.2343], [-0.4399, 0.1685, 1.6426], [-0.8903, 1.9435, 2.0956], [0.2730, -1.7006, 0.1194], [0.2077, -2.2786, -1.3092], [1.0161, 0.0790, -1.2671], [1.2400, 1.0450, 0.0251], [-1.4276, -0.3369, -0.2466], [0.6056, -0.0356, 2.0257], [-1.0173, -0.5207, 2.3121], [-1.9788, 2.0290, 1.2780], [1.2293, -1.4918, 0.4863], [-0.2623, -2.4068, 0.7476], [0.4956, -1.6060, -1.9475], [-0.7293, -2.5284, -1.5140], [2.2408, -0.0562, -3.4707], [0.9070, 0.2930, -3.7908], [1.3325, -0.4459, -3.3661]], "forces_ev_per_a": [[0.00, -1.82, -0.29], [1.88, 0.23, -2.24], [0.44, -0.47, 2.52], [-0.07, -1.15, -0.85], [-3.34, 0.32, -2.08], [0.88, -0.36, 3.74], [-1.06, 1.20, 0.90], [-0.68, -0.14, 0.04], [0.48, 0.30, 0.25], [-0.84, 0.83, -0.24], [0.00, 0.64, -0.78], [0.50, -0.09, 0.35], [1.81, -0.40, 0.18], [0.18, -0.19, 0.24], [0.62, 1.22, -1.45], [-0.93, -0.21, -0.08], [-0.64, -1.21, 0.50], [-1.29, 0.31, -0.20], [2.07, 0.99, -0.52]], "total_charge": 0, "gap_ev": 9.53, "largest_force_ha_per_bohr": 0.07676, "smiles": "NC[C@H](N)CS.O", "lumo_ev": 0.63, "relative_energy_kcal_mol": 27.21, "homo_ev": -8.905}



[8]
{"formula": "C3H12N2OS", "method": "wB97M-V/def2-TZVPD", "elements": ["N", "C", "C", "S", "C", "N", "H", "H", "H", "H", "H", "H", "H", "H", "H", "H", "H", "H", "O"], "coordinates": [[0.3526, -0.4502, -0.4750], [0.2106, 0.4801, 0.6450], [0.6854, -0.0237, 2.0303], [2.1848, -1.0945, 1.9296], [-1.2576, 0.9264, 0.7200], [-1.6002, 1.9865, -0.2633], [-0.1175, -1.3200, -0.2735], [1.3211, -0.6038, -0.7031], [0.8706, 1.3287, 0.4221], [-0.0339, -0.6182, 2.5809], [1.0205, 0.8162, 2.6093], [3.1309, -0.2597, 2.3715], [-1.9205, 0.0809, 0.6026], [-1.3914, 1.3664, 1.7153], [-2.0988, 1.5386, -1.0247], [-0.7271, 2.3252, -0.6461], [0.3033, -2.0146, -3.4975], [-0.6742, -2.6527, -4.4916], [-0.2585, -1.8115, -4.2518]], "forces_ev_per_a": [[-0.27, 0.59, 0.13], [-0.08, -0.62, -0.17], [1.00, -0.44, -0.59], [-0.13, -0.26, -0.14], [0.81, 1.51, 0.25], [-0.06, -0.92, 0.22], [0.11, -0.24, -0.04], [0.12, -0.30, 0.11], [-0.32, 0.07, -0.08], [-0.33, 0.09, -0.02], [-0.33, 0.40, 0.52], [-0.16, 0.22, 0.03], [-0.15, -0.29, 0.09], [-0.25, -0.23, 0.03], [0.16, 0.25, -0.12], [-0.09, 0.15, -0.22], [-0.04, 0.04, 0.01], [0.17, 0.30, 0.10], [-0.15, -0.32, -0.11]], "total_charge": 0, "gap_ev": 9.82, "largest_force_ha_per_bohr": 0.03375, "smiles": "NC[C@H](N)CS.O", "lumo_ev": 0.68, "relative_energy_kcal_mol": 13.40, "homo_ev": -9.146}



[9]
{"formula": "C3H12N2OS2", "method": "wB97M-V/def2-TZVPD", "elements": ["S", "S", "C", "C", "C", "N", "N", "H", "H", "H", "H", "H", "H", "H", "H", "H", "H", "H", "H", "O"], "coordinates": [[2.1543, 1.8761, -2.5252], [1.8031, 0.1135, -1.6285], [1.1276, 0.4415, 0.0124], [0.4002, -0.9264, 0.6293], [-0.5981, -1.5098, -0.4643], [-1.9770, -1.7712, 0.0113], [-0.1670, -0.3762, 1.8476], [1.1219, 2.3716, -3.1413], [0.3108, 1.2744, -0.1441], [1.8606, 0.7988, 0.6832], [1.1698, -1.7223, 0.7799], [-0.0707, -2.3869, -0.6534], [-0.6883, -0.7906, -1.3141], [-2.0321, -2.6574, 0.5440], [-2.5984, -1.8305, -0.8453], [-1.0176, 0.0813, 1.7004], [-0.1913, -0.9291, 2.5860], [0.1019, 2.9158, -0.0866], [-0.2370, 2.1971, 1.3225], [-0.4727, 2.8301, 0.6860]], "forces_ev_per_a": [[2.00, 0.65, 0.89], [-0.52, -0.66, 0.24], [-2.45, -0.20, -1.89], [0.68, 2.06, 0.76], [-2.41, 2.04, 0.75], [0.55, -0.51, -1.43], [1.79, 0.91, -5.32], [-1.63, -0.28, -0.62], [1.60, -2.08, 0.30], [0.85, 0.08, 0.91], [-0.57, 0.95, 0.54], [0.75, -1.69, -1.15], [0.32, -0.80, 0.60], [-0.10, 0.73, -0.60], [0.81, 0.06, 1.66], [-1.60, 0.75, -0.32], [0.16, -3.02, 4.33], [0.17, 0.01, 0.85], [1.14, -0.99, 1.01], [-1.55, 1.97, -1.51]], "total_charge": 1, "gap_ev": [10.55, 4.42], "multiplicity": 2, "largest_force_ha_per_bohr": 0.11062, "lumo_ev": [-3.52, -8.72], "s2": 0.757, "relative_energy_kcal_mol": 0.00, "homo_ev": [-14.076, -13.143]}



[10]
{"formula": "C3H12N2S", "method": "wB97M-V/def2-TZVPD", "elements": ["C", "C", "S", "H", "H", "H", "H", "H", "H", "N", "C", "N", "H", "H", "H", "H", "H", "H"], "coordinates": [[1.7455, 2.0502, -1.7530], [2.0875, 0.9560, -0.7608], [1.7912, 1.4144, 1.0096], [0.7928, 2.5104, -1.4872], [2.4520, 2.8852, -1.7128], [1.7651, 1.6739, -2.7780], [3.1530, 0.7276, -0.7478], [1.4725, 0.0704, -0.8918], [2.4876, 2.5548, 1.2253], [-3.5290, -1.5825, 0.6431], [-2.1042, -1.6124, 0.2634], [-1.8586, -2.8289, -0.4916], [-3.7017, -1.7162, 1.6456], [-3.8650, -0.6120, 0.7076], [-1.5239, -1.5888, 1.1919], [-1.8989, -0.7049, -0.2976], [-1.7326, -3.6161, 0.1166], [-1.1290, -2.7087, -1.1572]], "forces_ev_per_a": [[0.11, 0.44, 0.16], [0.75, 1.05, 0.97], [-0.57, -0.16, 0.22], [-0.21, -0.29, -0.33], [0.17, -0.24, 0.10], [-0.25, 0.02, 0.06], [-0.18, -0.41, -0.57], [0.12, -0.12, 0.02], [0.04, -0.31, -0.64], [-1.08, 1.46, 1.08], [-0.79, -0.52, 1.05], [-0.59, 0.89, 0.01], [0.71, -1.12, -0.22], [0.25, -0.11, -1.14], [0.36, 0.16, -0.13], [0.23, -0.23, -0.34], [0.29, -0.25, -0.04], [0.62, -0.26, -0.28]], "total_charge": 0, "gap_ev": 9.87, "largest_force_ha_per_bohr": 0.04109, "smiles": "CCS.NCN", "lumo_ev": 0.75, "relative_energy_kcal_mol": 14.81, "homo_ev": -9.117}